No. 1
Below is a cluster of 2 separate species, C4H8OS in total at a distorted geometry, with properties calculated with ωB97M-V with the def2-TZVPD basis set.

Results
highest occupied orbital energy = -9.55 eV
energy relative to the best compared isomer or geometry (same formula, charge and spin) = 40.3 kcal per mole
strongest force on any atom = 3.68 eV/A
SMILES = C=CC(=O)S.C

Each line ends with the natural charge from an NBO analysis.
Cartesian coordinates (Å):
C: 1.952 0.899 0.047  -0.28
C: 1.735 -0.025 -0.873  -0.32
C: 0.456 -0.192 -1.528  0.41
O: 0.117 -0.966 -2.415  -0.52
S: -0.739 1.046 -0.987  -0.10
H: 2.911 1.253 0.348  0.21
H: 1.091 1.473 0.308  0.21
H: 2.527 -0.694 -1.233  0.23
H: -1.958 0.478 -1.138  0.16
C: -1.628 -0.676 1.428  -0.84
H: -0.686 -0.450 1.040  0.21
H: -1.734 -1.712 1.607  0.22
H: -2.363 -0.155 0.916  0.20
H: -1.682 -0.280 2.480  0.21


No. 2
Below is an isolated molecule of C6H15NO at a distorted geometry, with properties calculated with ωB97M-V with the def2-TZVPD basis set.

Results
highest occupied orbital energy = -8.97 eV
energy relative to the best compared isomer or geometry (same formula, charge and spin) = 48.7 kcal per mole
strongest force on any atom = 4.05 eV/A
SMILES = CCN[C@@H](CC)CO

Each line ends with the natural charge from an NBO analysis.
Cartesian coordinates (Å):
C: -1.936 -0.428 -2.651  -0.63
C: -1.025 0.316 -1.667  -0.22
N: -0.222 -0.555 -0.773  -0.62
C: -0.029 0.023 0.585  -0.06
C: 0.156 -1.210 1.531  -0.41
C: 0.662 -0.873 2.936  -0.63
C: 1.353 0.752 0.451  -0.08
O: 1.160 1.985 -0.284  -0.73
H: -1.716 -0.145 -3.681  0.22
H: -2.978 -0.186 -2.479  0.21
H: -1.864 -1.524 -2.557  0.20
H: -0.345 0.976 -2.209  0.19
H: -1.656 1.040 -1.113  0.17
H: -0.860 -1.351 -0.741  0.35
H: -0.750 0.772 0.905  0.19
H: -0.904 -1.513 1.463  0.20
H: 0.687 -2.040 1.070  0.22
H: -0.127 -1.004 3.668  0.22
H: 0.938 0.180 2.999  0.21
H: 1.582 -1.427 3.125  0.21
H: 1.852 1.042 1.376  0.16
H: 1.991 0.032 -0.070  0.18
H: 1.825 1.946 -0.980  0.47


No. 3
Below is a cluster of 14 separate species, C6H41NO14 in total at a distorted geometry, with properties calculated with ωB97M-V with the def2-TZVPD basis set.

Results
highest occupied orbital energy = -8.96 eV
energy relative to the best compared isomer or geometry (same formula, charge and spin) = 76.3 kcal per mole
strongest force on any atom = 2.61 eV/A

Each line ends with the natural charge from an NBO analysis.
Cartesian coordinates (Å):
C: 1.112 1.484 -0.219  -0.22
N: 2.211 1.269 0.777  -0.65
C: 2.903 0.038 0.580  0.07
O: 2.308 -1.262 0.862  -0.81
C: -0.273 1.029 0.228  -0.48
C: -0.649 -0.352 -0.340  -0.42
C: -1.899 -0.683 -1.261  -0.41
C: -3.159 0.096 -1.099  -0.65
H: 1.144 2.582 -0.414  0.20
H: 1.415 1.089 -1.178  0.19
H: 1.964 1.444 1.742  0.39
H: 3.865 0.120 1.107  0.16
H: 3.168 -0.249 -0.461  0.18
H: 1.621 -1.113 1.538  0.50
H: -1.151 1.680 0.118  0.22
H: -0.351 1.082 1.326  0.23
H: 0.196 -0.663 -0.963  0.19
H: -0.778 -1.198 0.369  0.22
H: -2.149 -1.792 -1.278  0.19
H: -1.506 -0.606 -2.278  0.20
H: -2.907 1.166 -1.223  0.21
H: -3.735 -0.015 -0.181  0.21
H: -4.009 -0.036 -1.789  0.23
H: 0.374 -3.652 -0.947  0.50
H: 1.386 -3.070 0.034  0.50
O: 0.568 -3.598 -0.005  -0.99
H: 0.005 3.554 3.682  0.49
H: -1.564 3.127 3.649  0.49
O: -0.652 2.924 3.389  -0.97
H: -2.688 0.247 1.461  0.53
H: -3.533 0.983 2.528  0.48
O: -2.808 1.113 1.908  -1.00
H: -2.330 -2.025 0.928  0.49
H: -2.423 -2.044 2.397  0.51
O: -2.843 -1.610 1.632  -0.97
H: 0.516 2.251 -3.102  0.50
H: 0.036 2.314 -4.525  0.48
O: 0.030 1.733 -3.756  -0.96
H: 0.631 0.014 3.617  0.50
H: 1.927 -0.684 4.092  0.47
O: 1.545 -0.222 3.344  -0.99
H: -3.262 3.779 0.649  0.46
H: -3.377 2.389 0.336  0.48
O: -3.732 3.232 -0.002  -0.94
H: 2.095 -2.662 -2.783  0.52
H: 1.178 -3.751 -3.424  0.48
O: 1.179 -2.996 -2.819  -0.99
H: 2.025 -0.713 -1.633  0.47
H: 1.913 -0.729 -3.221  0.50
O: 2.519 -0.873 -2.434  -1.02
H: 2.716 1.212 -2.960  0.49
H: 3.700 2.141 -2.261  0.47
O: 3.030 2.129 -2.958  -0.96
H: -1.712 0.574 3.193  0.49
H: -0.617 1.152 4.003  0.48
O: -1.049 0.281 3.856  -0.99
H: 0.071 -0.101 -4.295  0.51
H: 0.433 -1.593 -3.867  0.50
O: 0.780 -0.755 -4.238  -0.97
H: 0.060 -3.011 1.544  0.51
H: -0.378 -3.196 3.085  0.48
O: -0.476 -2.675 2.289  -1.01


No. 4
Below is a structure of composition C4H6O, with properties calculated with ωB97M-V with the def2-TZVPD basis set.

Results
highest occupied orbital energy = -8.61 eV
energy relative to the best compared isomer or geometry (same formula, charge and spin) = 115.0 kcal per mole
strongest force on any atom = 0.36 eV/A

Each line ends with the natural charge from an NBO analysis.
Cartesian coordinates (Å):
C: 1.192 0.650 0.751  -0.24
O: 0.042 -0.060 0.299  -0.56
C: -1.370 0.227 -0.656  -0.05
C: -1.365 -1.145 -1.065  -0.30
C: -0.249 -1.470 -0.479  -0.03
H: 1.706 1.213 -0.039  0.18
H: 1.887 -0.074 1.187  0.20
H: 0.874 1.340 1.541  0.19
H: -2.083 0.585 0.088  0.21
H: -1.091 0.987 -1.389  0.20
H: 0.456 -2.254 -0.237  0.21


What did the first record say?
Below is a cluster of 2 separate species, C4H8OS in total at a distorted geometry, with properties calculated with ωB97M-V with the def2-TZVPD basis set.

Results
highest occupied orbital energy = -9.55 eV
energy relative to the best compared isomer or geometry (same formula, charge and spin) = 40.3 kcal per mole
strongest force on any atom = 3.68 eV/A
SMILES = C=CC(=O)S.C

Each line ends with the natural charge from an NBO analysis.
Cartesian coordinates (Å):
C: 1.952 0.899 0.047  -0.28
C: 1.735 -0.025 -0.873  -0.32
C: 0.456 -0.192 -1.528  0.41
O: 0.117 -0.966 -2.415  -0.52
S: -0.739 1.046 -0.987  -0.10
H: 2.911 1.253 0.348  0.21
H: 1.091 1.473 0.308  0.21
H: 2.527 -0.694 -1.233  0.23
H: -1.958 0.478 -1.138  0.16
C: -1.628 -0.676 1.428  -0.84
H: -0.686 -0.450 1.040  0.21
H: -1.734 -1.712 1.607  0.22
H: -2.363 -0.155 0.916  0.20
H: -1.682 -0.280 2.480  0.21


Copy entry 1 word for word.
Below is a cluster of 2 separate species, C4H8OS in total at a distorted geometry, with properties calculated with ωB97M-V with the def2-TZVPD basis set.

Results
highest occupied orbital energy = -9.55 eV
energy relative to the best compared isomer or geometry (same formula, charge and spin) = 40.3 kcal per mole
strongest force on any atom = 3.68 eV/A
SMILES = C=CC(=O)S.C

Each line ends with the natural charge from an NBO analysis.
Cartesian coordinates (Å):
C: 1.952 0.899 0.047  -0.28
C: 1.735 -0.025 -0.873  -0.32
C: 0.456 -0.192 -1.528  0.41
O: 0.117 -0.966 -2.415  -0.52
S: -0.739 1.046 -0.987  -0.10
H: 2.911 1.253 0.348  0.21
H: 1.091 1.473 0.308  0.21
H: 2.527 -0.694 -1.233  0.23
H: -1.958 0.478 -1.138  0.16
C: -1.628 -0.676 1.428  -0.84
H: -0.686 -0.450 1.040  0.21
H: -1.734 -1.712 1.607  0.22
H: -2.363 -0.155 0.916  0.20
H: -1.682 -0.280 2.480  0.21


> Number 3 is which compound?

C6H41NO14


> Which value of highest occupied orbital energy does entry 4 give?

-8.61 eV